# 1
66
Properties=species:S:1:pos:R:3 method="wB97M-V/def2-TZVPD" lumo_energy_ev=-1.91 gap_ha=0.3323 total_charge=+1
Co 1.00 1.63 0.64
N 3.75 2.14 3.52
C 2.70 2.16 2.71
O 2.67 1.43 1.70
C 1.52 3.03 3.01
C 0.75 3.21 1.71
H 4.54 1.55 3.30
H 3.82 2.76 4.31
H 1.83 3.97 3.48
H 0.92 2.48 3.74
H 1.13 4.06 1.14
H -0.31 3.35 1.88
O -0.45 2.23 -0.45
N -0.71 1.52 -1.49
N -0.09 0.43 -1.55
O 0.70 0.01 -0.59
C -0.31 -0.45 -2.67
C -1.07 -0.03 -3.76
C -1.25 -0.91 -4.81
C -0.69 -2.18 -4.78
C 0.06 -2.58 -3.69
C 0.26 -1.71 -2.62
H -1.50 0.96 -3.77
H -1.84 -0.59 -5.66
H -0.84 -2.85 -5.62
H 0.50 -3.56 -3.67
H 0.83 -2.01 -1.75
C -2.41 0.91 1.28
C -1.29 0.27 2.02
N 0.00 0.56 1.96
C 0.65 -0.32 2.81
C -0.25 -1.16 3.36
N -1.48 -0.78 2.86
C -2.73 -1.47 3.09
N -3.29 -1.97 1.87
N -4.50 -1.51 1.44
N -4.77 -2.01 0.31
C -3.72 -2.83 -0.08
C -3.55 -3.60 -1.23
C -2.38 -4.33 -1.32
C -1.41 -4.29 -0.31
C -1.56 -3.53 0.83
C -2.76 -2.81 0.93
H -2.14 1.92 0.99
H -3.31 0.93 1.89
H -2.65 0.35 0.37
H 1.72 -0.31 2.93
H -0.15 -1.97 4.06
H -3.48 -0.81 3.52
H -2.53 -2.28 3.79
H -4.30 -3.62 -2.00
H -2.21 -4.94 -2.19
H -0.51 -4.88 -0.43
H -0.81 -3.51 1.60
C 3.78 0.61 -1.04
C 3.17 1.94 -1.31
N 2.12 2.49 -0.73
C 1.92 3.72 -1.32
C 2.87 3.92 -2.26
N 3.65 2.79 -2.24
H 3.14 0.04 -0.37
H 4.76 0.72 -0.58
H 3.89 0.05 -1.97
H 1.09 4.35 -1.04
H 3.06 4.74 -2.93
H 4.44 2.61 -2.83

# 2
58
Properties=species:S:1:pos:R:3 method="wB97M-V/def2-TZVPD" lumo_energy_ev=0.40 gap_ha=0.3022
O 4.93 2.07 -2.31
C 4.25 1.20 -2.81
N 3.71 0.20 -2.08
C 2.85 -0.84 -2.60
H 3.30 -1.27 -3.50
C 2.66 -1.95 -1.56
H 2.04 -2.72 -2.00
H 3.63 -2.38 -1.31
C 1.98 -1.41 -0.30
C 0.46 -1.39 -0.51
O -0.04 -1.50 -1.61
N -0.31 -1.21 0.59
C 0.13 -1.05 1.96
H 1.01 -1.66 2.14
C -0.98 -1.49 2.92
N -2.13 -0.64 2.76
C -3.06 -0.48 3.75
C -3.08 -1.32 4.87
C -4.01 -1.14 5.88
C -4.93 -0.12 5.78
C -4.94 0.73 4.69
C -4.01 0.55 3.69
H -4.00 1.24 2.86
H -5.66 1.53 4.64
F -5.84 0.06 6.77
H -4.02 -1.79 6.74
H -2.39 -2.14 4.96
C -2.36 -0.15 1.41
H -1.92 0.85 1.28
C -1.75 -1.11 0.40
H -2.22 -2.10 0.50
H -1.92 -0.76 -0.62
H -3.43 -0.08 1.22
H -0.60 -1.38 3.94
H -1.21 -2.55 2.75
H 0.38 0.00 2.16
H 2.22 -2.08 0.53
C 2.48 0.02 0.01
C 3.83 0.26 -0.63
H 4.57 -0.47 -0.28
H 4.21 1.26 -0.39
H 1.77 0.75 -0.39
H 2.56 0.17 1.09
H 1.87 -0.44 -2.87
C 3.94 1.19 -4.30
C 2.48 1.43 -4.57
C 1.82 2.45 -3.90
C 0.48 2.68 -4.12
C -0.23 1.90 -5.02
C 0.43 0.88 -5.70
C 1.77 0.65 -5.47
H 2.27 -0.15 -6.00
H -0.12 0.27 -6.40
H -1.28 2.08 -5.19
H -0.03 3.48 -3.59
H 2.37 3.06 -3.20
H 4.53 1.99 -4.75
H 4.27 0.24 -4.75